# 1
DFT (the ωB97M-V functional and the def2-TZVPD basis) results for the molecule C4H9NOS in a non-equilibrium geometry.

Each line ends with the Mulliken charge.
Cartesian coordinates (Å):
N 0.269 -0.610 -0.567  -0.203
C 0.852 0.619 -0.597  0.691
H -1.839 -0.600 -0.516  0.327
H -1.031 -2.003 0.123  0.325
H 0.640 -1.252 -1.246  0.216
C 2.115 0.708 -1.423  -1.065
O 0.398 1.590 -0.018  -0.627
H -0.353 0.353 1.619  0.338
S -2.707 0.091 2.114  -0.223
H -0.758 -1.166 2.239  0.334
H -2.732 1.324 1.589  0.131
H 2.788 1.399 -0.926  0.302
H 2.587 -0.253 -1.621  0.326
C -1.093 -0.402 1.541  -0.614
H 1.852 1.111 -2.402  0.268
C -0.987 -0.911 0.092  -0.526

Atomic forces in eV per Å
0.42 0.38 0.04
-0.13 0.08 -0.08
0.01 0.31 0.13
-0.15 0.02 -0.10
-0.14 -0.30 0.22
-0.19 -0.05 -0.26
0.02 0.03 -0.03
0.22 1.11 0.43
-0.31 0.15 0.04
-0.14 -0.27 -0.04
0.07 -0.03 -0.07
0.15 -0.03 -0.07
0.10 -0.02 0.26
0.66 -0.72 -0.43
-0.01 0.22 0.04
-0.55 -0.88 -0.09

SMILES   CC(=O)NCCS
Net charge   0
Max |F|   1.22 eV/Å

***

# 2
DFT (the ωB97M-V functional and the def2-TZVPD basis) results for a cluster of 7 separate species, C26H37F15O16 in total in a non-equilibrium geometry.

Each line ends with the Mulliken charge.
Cartesian coordinates (Å):
C 2.310 4.623 7.055  0.860
H 0.345 0.163 5.865  0.322
C 12.389 1.616 -0.068  0.401
C -5.987 -6.464 0.115  -0.661
H -1.277 0.032 5.771  0.393
H -1.404 2.562 6.504  0.278
C -1.058 11.785 4.668  0.856
F 11.285 3.696 -0.208  -0.208
C 1.433 0.912 -1.402  -0.699
O -1.264 0.570 -1.683  -0.564
H -2.615 -0.621 -4.020  0.283
H 0.282 8.336 0.408  0.364
H -1.575 9.654 1.248  0.279
C 14.868 1.884 -2.704  -1.107
F 10.773 2.309 1.567  -0.222
H 15.529 2.751 -2.688  0.283
O 0.864 -0.040 -2.250  -0.282
H -9.898 -3.791 -7.860  0.343
F -9.970 2.086 -6.587  -0.249
F -8.165 2.525 -7.438  -0.242
C -0.963 9.168 2.008  -0.199
H -5.288 -7.064 -3.956  0.289
F -2.134 12.589 4.513  -0.233
H -11.185 -2.498 -8.154  0.292
H 2.819 -9.072 4.575  0.286
H -5.807 -8.614 -4.513  0.274
C -9.198 1.781 -7.639  0.812
C 2.464 -8.041 4.586  -1.080
H 15.257 1.622 -0.579  0.272
C 3.045 -7.268 3.405  -0.210
C -9.517 -1.904 -6.872  -0.357
C 1.314 -7.115 1.655  0.356
O -6.986 -7.514 -3.119  -0.323
H 2.885 -7.727 5.541  0.382
O -6.002 -6.674 -1.309  -0.304
H -9.632 -2.277 -8.884  0.274
C 0.808 -7.792 0.434  0.920
H -0.476 1.710 7.725  0.323
H 0.925 9.664 1.346  0.304
C 11.110 2.465 0.226  0.842
C -1.979 -1.407 -3.611  -0.633
H 1.393 -7.890 4.714  0.314
H -5.041 -8.457 -2.963  0.309
F 2.048 5.903 6.704  -0.254
F -0.368 -8.338 0.650  -0.248
O -9.673 -0.538 -7.111  -0.282
H 1.807 1.834 -1.846  0.293
O 12.436 0.399 0.221  -0.553
H 2.888 -6.194 3.515  0.314
H -9.920 -2.198 -5.903  0.340
H 15.337 0.994 -3.124  0.346
C 14.432 1.497 -1.281  -0.203
C 0.374 8.727 1.422  -1.101
H -8.465 -2.096 -6.661  0.359
C -7.114 -7.188 -1.823  0.772
O -8.164 -7.328 -1.232  -0.552
O -0.563 10.101 2.984  -0.206
H 14.086 0.469 -1.387  0.302
F 1.633 -8.730 0.045  -0.254
F -0.861 11.570 5.941  -0.227
F 10.173 1.875 -0.544  -0.235
H -0.505 1.103 4.644  0.303
O 0.681 2.870 6.430  -0.229
C -5.768 -7.985 -3.623  -0.668
H -1.519 8.326 2.420  0.308
C -1.360 10.396 4.086  0.347
F 3.043 4.068 6.094  -0.244
H -6.879 -5.924 0.432  0.297
H 0.934 1.031 -0.441  0.318
H -5.925 -7.425 0.627  0.292
F -9.752 2.122 -8.821  -0.239
O 13.333 2.230 -0.866  -0.246
C -8.802 0.252 -7.612  0.467
O -0.719 -0.982 -3.350  -0.283
C -0.454 2.063 6.694  -0.218
O 2.366 -7.725 2.249  -0.250
H -5.052 -6.106 0.546  0.278
H -2.408 -1.861 -2.718  0.298
H 0.970 8.058 2.043  0.297
F 0.055 12.336 4.108  -0.231
C -0.454 -0.089 -2.346  0.771
O 0.194 4.169 8.137  -0.533
F 0.744 -6.903 -0.512  -0.244
O -7.759 -0.124 -8.226  -0.568
O 0.721 -6.115 2.085  -0.560
C -10.129 -2.740 -8.031  -0.950
H 4.116 -7.436 3.298  0.272
H 14.031 2.111 -3.364  0.329
H 2.398 0.469 -1.154  0.270
F 2.940 4.610 8.131  -0.218
C 0.947 3.926 7.213  0.402
H -1.929 -2.203 -4.355  0.229
C -0.517 0.809 5.694  -1.186
O -2.306 9.632 4.499  -0.557

Atomic forces in eV per Å
-2.58 0.35 -3.51
0.56 0.34 -0.14
1.78 -4.00 -0.55
-0.27 -1.11 0.83
-0.85 0.85 0.68
0.30 0.72 0.25
0.09 -0.54 -0.86
-0.60 0.40 1.06
2.12 -0.19 1.49
1.68 -1.80 -1.64
-0.12 0.10 0.24
-0.09 -0.21 0.12
-0.02 0.19 0.12
-0.15 0.23 0.49
0.32 1.09 -2.40
0.12 -0.16 -0.21
-0.42 -0.09 -0.72
-0.21 0.11 -0.38
-1.39 -0.40 -0.41
2.27 0.85 -0.59
0.50 -1.61 -0.43
0.63 -0.13 -0.24
1.02 -0.26 -0.11
-0.06 -0.41 0.32
-0.71 -0.25 -0.47
-1.09 -0.07 0.21
-0.51 -1.09 0.72
0.92 0.24 0.77
-0.11 -0.27 0.10
-0.89 0.68 1.28
0.67 -2.24 0.24
-0.17 3.07 4.40
-1.14 -1.00 0.63
0.23 0.61 -0.04
1.16 0.30 0.29
0.08 -0.82 -0.49
0.81 -0.55 0.25
0.28 0.19 0.00
0.33 -0.10 -0.21
1.08 -2.08 0.08
-2.29 -0.84 -0.10
0.01 -0.40 -0.43
-0.64 -0.05 0.66
0.20 -0.02 -0.08
-1.06 -0.22 0.09
-2.36 1.33 1.50
-1.15 0.26 -0.49
-0.29 4.32 -0.52
-0.09 0.03 0.00
-0.83 0.71 -0.03
0.41 0.28 -0.05
0.54 -1.45 -1.64
-0.02 0.63 -0.52
0.30 -0.15 -0.88
-1.45 -0.42 0.62
1.11 0.30 -0.59
-1.47 2.02 3.03
0.44 -0.23 0.63
0.83 -1.36 -0.59
0.40 0.63 1.27
-0.27 0.55 0.73
0.08 0.29 0.12
1.47 0.43 -1.19
2.23 1.48 -0.94
-0.08 0.20 0.24
-3.55 -4.70 -1.68
0.23 -0.12 -0.35
0.30 0.04 0.01
-0.45 0.27 -0.43
-0.95 -0.47 -0.24
-0.15 -0.37 0.85
-3.08 1.30 2.04
4.42 -0.90 -4.03
2.91 1.48 1.25
-1.89 -2.15 -0.98
-0.77 -0.38 -2.41
0.09 1.13 -1.23
-0.40 0.22 0.05
-0.36 -0.07 0.09
-1.32 -0.14 0.62
-2.20 0.81 0.17
1.30 0.85 -0.88
-0.61 1.17 -1.45
-3.29 1.57 2.44
1.69 -2.40 -1.07
1.05 1.78 0.75
-0.19 -0.23 -0.34
-0.19 0.01 0.24
0.05 -0.31 0.25
2.06 -0.06 3.49
-2.77 -2.08 2.06
0.26 0.11 -0.06
1.60 0.40 0.52
4.58 3.98 -1.68

SMILES   CCOC(=O)C(F)(F)F.CCOC(=O)C(F)(F)F.CCOC(=O)C(F)(F)F.CCOC(=O)C(F)(F)F.CCOC(=O)C(F)(F)F.COC(=O)OC.COC(=O)OC
Net charge   0
Max |F|   6.29 eV/Å

***

# 3
DFT (the ωB97M-V functional and the def2-TZVPD basis) results for a structure of composition C22H39BN5O3PtS3 in a non-equilibrium geometry.

Each line ends with the Mulliken charge.
Cartesian coordinates (Å):
H 0.851 1.605 6.096  0.428
H -0.204 1.295 -4.758  0.369
H 5.096 -1.422 -5.540  0.375
H -2.520 1.772 -4.001  0.366
N 1.207 0.484 1.331  -0.153
H -0.210 1.868 -0.282  0.067
H 3.558 -6.720 -1.357  0.367
S 1.505 -2.978 -1.258  -0.536
H 2.167 -0.916 -2.886  0.212
H 3.619 -4.421 -0.321  0.370
C -0.850 -0.636 -3.999  1.458
H 5.089 -1.157 -3.052  0.475
H -3.306 -1.851 -3.164  0.367
C 1.976 0.187 4.884  -0.087
H -2.622 -3.415 2.271  0.382
C -2.147 1.389 -3.051  -2.007
C 0.572 1.602 1.556  0.371
C -0.946 -3.113 6.840  -0.429
H -1.295 -2.744 -3.740  0.310
H 3.335 -1.568 -5.549  0.246
O -0.958 -1.166 2.061  -0.576
H 0.012 0.078 5.791  0.321
H 0.390 -0.104 -5.661  0.397
H 4.066 0.039 -3.794  0.443
C 0.983 0.526 5.990  -1.256
H 0.892 -4.285 4.243  0.421
B -0.220 -0.805 -1.793  0.042
N 1.713 -0.102 2.459  -0.392
C 2.960 -2.555 -2.110  0.607
H -1.193 1.874 -2.836  0.317
H -2.855 1.660 -2.269  0.484
H -1.074 -3.250 7.905  0.421
C -1.548 -1.987 4.801  -0.494
C 0.156 -3.705 4.787  -0.496
C -3.348 -0.777 -3.328  -1.835
H 3.837 -6.005 -2.945  0.314
C 4.235 -1.764 -4.966  -0.932
O -1.555 -0.515 -1.747  -0.096
C 4.169 -1.033 -3.631  -0.930
H -2.115 -1.246 4.251  0.404
O 0.276 -0.732 -3.081  -0.382
H 1.341 0.147 6.946  0.354
C 3.407 -5.825 -1.959  -0.984
S 0.592 2.048 3.226  -0.220
C -1.079 -2.039 -4.543  -1.894
H -0.617 3.098 0.843  0.234
H -4.089 -0.356 -2.650  0.454
C 4.067 -4.631 -1.291  -0.762
H 5.129 -4.815 -1.132  0.412
C -0.467 0.305 -5.124  -1.887
H 2.336 -5.665 -2.072  0.301
H -0.174 -2.373 -5.051  0.426
C 1.502 0.580 3.523  0.173
H 0.584 -4.610 6.681  0.414
N 3.034 -1.438 -2.812  0.089
H -3.681 -0.591 -4.350  0.352
H -1.902 -2.060 -5.257  0.429
C -1.677 -3.656 1.789  -0.972
C -0.014 -3.881 6.153  -0.609
H -1.741 -3.496 0.713  0.266
H 2.167 -0.887 4.844  0.227
H -2.429 -1.568 6.710  0.410
Pt 0.828 -1.118 -0.128  0.917
H 2.936 0.674 5.074  0.316
C -1.709 -2.167 6.167  -0.525
N 3.979 -3.411 -2.099  -0.088
H 4.773 -3.193 -2.680  0.233
N -0.017 2.333 0.591  -0.390
C -2.002 -0.126 -3.072  1.687
H -1.378 -4.680 2.009  0.406
H 4.319 -2.844 -4.842  0.300
H -1.288 0.404 -5.836  0.383
S -0.405 -2.521 2.365  0.553
C -0.622 -2.767 4.126  0.262

Atomic forces in eV per Å
0.01 0.00 -0.01
0.02 -0.01 0.00
0.00 0.00 0.00
0.00 -0.01 0.00
-0.71 -0.25 -0.50
-0.03 -0.04 0.01
0.00 0.00 0.01
-0.46 -0.06 0.52
-0.04 -0.01 -0.06
-0.02 -0.02 0.00
0.03 -0.02 -0.06
-0.01 -0.03 -0.02
-0.01 -0.01 0.00
0.02 -0.02 -0.02
0.02 0.06 0.00
0.06 0.02 0.01
0.00 0.03 0.19
0.01 -0.01 -0.01
0.00 0.00 0.01
0.00 0.00 0.00
-0.20 0.14 0.06
-0.02 -0.01 0.00
-0.01 0.00 0.00
-0.01 -0.01 -0.01
0.02 0.02 0.05
0.00 -0.01 0.00
-0.02 0.55 0.31
0.20 -0.08 0.05
-0.09 0.09 -0.04
0.02 0.00 -0.01
-0.01 0.00 0.01
0.00 0.00 0.00
-0.03 0.00 0.00
0.01 0.02 0.00
0.01 0.04 -0.02
0.00 -0.01 0.00
0.00 0.02 -0.01
-0.08 -0.21 0.13
0.03 0.05 0.04
0.00 0.00 0.01
0.16 0.11 0.12
0.00 0.01 -0.01
0.01 -0.02 -0.01
0.10 -0.04 -0.11
0.01 -0.02 0.04
-0.03 -0.03 0.01
0.00 -0.01 0.02
0.03 0.03 -0.02
-0.01 -0.01 0.00
-0.02 0.00 -0.02
0.00 0.01 -0.01
0.00 0.00 0.00
-0.02 0.05 -0.06
0.00 0.00 0.00
0.09 0.05 0.02
0.01 0.02 0.00
0.00 0.01 -0.01
0.15 -0.07 0.04
0.00 0.01 0.02
-0.02 -0.04 -0.01
-0.01 0.01 0.00
0.00 0.00 -0.01
1.20 -0.21 -0.61
-0.01 0.01 0.00
-0.02 -0.02 -0.01
0.02 0.06 0.06
-0.03 -0.04 -0.04
-0.01 0.05 -0.06
-0.07 0.00 -0.01
-0.01 -0.02 -0.01
0.00 0.00 0.00
-0.02 0.01 0.01
-0.25 -0.10 0.10
0.01 -0.02 -0.07

Net charge   +1
Max |F|   1.37 eV/Å

***

Kohn-Sham gap per entry: 9.8 11.0 8.8 eV
E_LUMO per entry: 0.7484 0.2519 -2.0467 eV
ΔE to the lowest compared entry with this formula, charge and spin per entry: 11.6 85.4 0.0 kcal per mole